(1)
DFT (ωB97M-V/def2-TZVPD) results for a cluster of 2 separate species, C3H6N2O in total at a distorted geometry.

The calculation puts the energy above the lowest of the compared OMol25 structures with the same formula, charge and spin at 3.335 eV. The total energy is -8233.36335 eV. Its SMILES is C=NC=O.C=N. The calculation puts the orbital gap at 10.57 eV. For the LUMO energy, the calculation gives 0.8 eV. The HOMO energy comes out at -0.3575 Ha.

```
12
C3H6N2O, DFT ωB97M-V/def2-TZVPD
N -2.07 -0.39 0.47
O -1.88 1.35 -0.92
H -0.58 -1.32 -0.62
H -3.49 0.24 -1.07
H 1.50 1.62 -0.71
C 1.92 0.79 0.92
C -2.52 0.37 -0.53
H -0.71 -1.60 1.12
C -1.07 -1.15 0.32
N 1.35 0.73 -0.23
H 1.96 -0.10 1.53
H 2.66 1.60 1.36
```

Löwdin analysis output, partial charges in e: atom 1 (N): 0.058, atom 2 (O): 0.005, atom 3 (H): 0.083, atom 4 (H): 0.131, atom 5 (H): 0.050, atom 6 (C): -0.147, atom 7 (C): -0.374, atom 8 (H): 0.029, atom 9 (C): 0.009, atom 10 (N): 0.026, atom 11 (H): 0.034, atom 12 (H): 0.096

=====

(2)
DFT (ωB97M-V/def2-TZVPD) results for a structure of composition C25H33F3O23S5 at a distorted geometry.

The total energy is -135875.74659 eV. The calculation puts the orbital gap at 9.28 eV. For the LUMO energy, the calculation gives 0.2 eV. The HOMO energy comes out at -0.3347 Ha.

```
89
C25H33F3O23S5, DFT ωB97M-V/def2-TZVPD
H 7.90 9.11 13.97
O 15.16 18.28 11.55
H 6.91 15.82 14.37
C 12.28 13.95 9.26
C 10.45 16.27 16.02
O 10.37 16.46 13.72
H 6.06 14.26 14.26
C 10.82 10.21 9.57
H 13.87 15.19 8.49
H 6.32 15.38 12.03
C 9.78 6.57 12.94
C 8.75 8.47 13.96
O 11.25 14.89 9.05
H 7.88 15.82 12.20
O 7.79 13.78 12.07
O 13.54 11.84 13.80
O 10.02 17.67 15.77
O 12.19 14.34 18.32
H 12.20 16.29 14.68
C 11.05 10.89 6.86
O 13.93 13.17 12.06
H 11.75 6.14 13.65
C 10.90 6.73 13.75
C 11.89 9.79 8.79
C 12.05 10.12 7.46
O 10.75 16.52 7.34
S 9.90 17.89 14.25
H 12.94 9.81 6.99
H 16.02 13.19 16.73
H 9.19 11.84 7.14
S 12.84 13.30 17.54
S 8.30 12.90 13.24
C 13.29 14.33 8.15
C 7.00 14.83 13.97
C 11.14 15.87 14.75
C 8.71 7.41 13.13
C 14.66 11.71 17.70
O 12.14 12.59 16.52
O 15.95 15.99 11.67
H 9.75 5.77 12.20
C 13.94 18.96 11.06
C 12.11 10.43 12.75
O 8.16 14.00 14.41
O 12.59 14.83 7.07
C 9.81 8.62 14.85
H 12.33 10.64 14.91
C 12.89 10.58 13.98
H 12.09 17.81 10.47
C 9.92 11.24 7.62
C 15.04 12.83 16.59
O 12.69 11.34 11.75
H 11.91 12.88 9.17
F 7.59 7.24 12.44
H 15.40 11.64 18.43
H 11.64 7.78 15.47
H 9.59 15.66 16.25
H 12.31 17.98 12.21
H 11.04 11.22 5.84
O 9.66 12.62 13.08
H 12.72 14.20 10.21
H 9.01 11.32 9.55
H 9.85 9.45 15.54
F 12.87 9.00 9.37
O 13.50 16.58 11.40
O 14.19 13.97 16.88
O 8.49 18.03 14.01
C 10.85 7.68 14.76
H 11.12 14.80 14.64
O 13.53 12.19 18.47
H 11.10 10.68 12.92
H 10.64 9.89 10.58
H 11.14 16.39 16.90
H 13.77 13.44 7.84
H 14.90 12.45 15.61
H 14.40 10.78 17.20
S 11.07 15.17 7.47
H 13.93 19.84 11.63
H 12.15 9.37 12.40
O 7.28 11.95 13.45
H 14.02 19.15 9.98
C 13.45 12.18 12.49
C 9.86 10.98 8.97
C 12.82 17.88 11.31
S 15.05 16.83 10.96
O 10.89 18.88 13.88
C 7.24 15.00 12.47
F 13.87 9.63 14.01
O 10.28 14.08 6.95
O 15.05 16.91 9.52
```

Löwdin analysis output, partial charges in e: atom 1 (H): 0.108, atom 2 (O): -0.192, atom 3 (H): 0.113, atom 4 (C): -0.154, atom 5 (C): -0.103, atom 6 (O): -0.191, atom 7 (H): 0.149, atom 8 (C): -0.031, atom 9 (H): 0.113, atom 10 (H): 0.141, atom 11 (C): 0.002, atom 12 (C): -0.017, atom 13 (O): -0.196, atom 14 (H): 0.118, atom 15 (O): -0.162, atom 16 (O): 0.112, atom 17 (O): -0.185, atom 18 (O): -0.237, atom 19 (H): 0.166, atom 20 (C): -0.052, atom 21 (O): 0.165, atom 22 (H): 0.087, atom 23 (C): -0.067, atom 24 (C): -0.251, atom 25 (C): -0.010, atom 26 (O): -0.205, atom 27 (S): 0.591, atom 28 (H): 0.103, atom 29 (H): 0.117, atom 30 (H): 0.084, atom 31 (S): 0.642, atom 32 (S): 0.549, atom 33 (C): -0.176, atom 34 (C): -0.117, atom 35 (C): -0.180, atom 36 (C): -0.322, atom 37 (C): -0.100, atom 38 (O): -0.234, atom 39 (O): -0.202, atom 40 (H): 0.125, atom 41 (C): -0.095, atom 42 (C): -0.059, atom 43 (O): -0.200, atom 44 (O): -0.173, atom 45 (C): -0.068, atom 46 (H): 0.150, atom 47 (C): -0.303, atom 48 (H): 0.148, atom 49 (C): -0.097, atom 50 (C): -0.109, atom 51 (O): 0.092, atom 52 (H): 0.133, atom 53 (F): 0.090, atom 54 (H): 0.107, atom 55 (H): 0.094, atom 56 (H): 0.127, atom 57 (H): 0.062, atom 58 (H): 0.105, atom 59 (O): -0.196, atom 60 (H): 0.098, atom 61 (H): 0.112, atom 62 (H): 0.110, atom 63 (F): 0.025, atom 64 (O): -0.214, atom 65 (O): -0.183, atom 66 (O): -0.236, atom 67 (C): -0.106, atom 68 (H): 0.122, atom 69 (O): -0.187, atom 70 (H): 0.093, atom 71 (H): 0.103, atom 72 (H): 0.146, atom 73 (H): 0.129, atom 74 (H): 0.092, atom 75 (H): 0.123, atom 76 (S): 0.636, atom 77 (H): 0.115, atom 78 (H): 0.153, atom 79 (O): -0.207, atom 80 (H): 0.129, atom 81 (C): -0.550, atom 82 (C): -0.083, atom 83 (C): -0.104, atom 84 (S): 0.597, atom 85 (O): -0.234, atom 86 (C): -0.171, atom 87 (F): 0.066, atom 88 (O): -0.239, atom 89 (O): -0.246

=====

(3)
DFT (ωB97M-V/def2-TZVPD) results for a structure of composition C46H46BaClN7O5S2.

The calculation puts the energy above the lowest of the compared OMol25 structures with the same formula, charge and spin at 0.000 eV. The total energy is -104007.54310 eV. The calculation puts the orbital gap at 7.84 eV. For the LUMO energy, the calculation gives 0.0 eV. The HOMO energy comes out at -0.2886 Ha.

```
108
C46H46BaClN7O5S2, DFT ωB97M-V/def2-TZVPD
H -3.30 1.32 4.54
C -0.78 -4.75 1.47
H -1.09 2.42 2.74
C 1.02 -0.49 -4.96
H 5.55 0.22 0.00
H 0.93 0.78 -3.23
C 0.43 -2.76 -4.50
H -1.12 2.36 5.80
H 4.75 1.15 -1.26
H 3.93 5.04 4.69
H -4.28 -0.27 -5.58
C -2.24 -2.93 0.48
C 0.79 -0.22 -3.62
O -2.53 0.63 1.15
C -1.68 -3.38 -1.84
C -3.31 3.36 0.91
C 1.19 -2.90 1.74
H -4.12 -2.46 -1.44
H 1.95 -2.13 1.79
C -4.00 2.66 1.89
C -0.18 3.56 -1.74
C 3.86 -4.34 -1.52
O 3.52 0.88 1.31
H -6.17 5.02 2.93
H -0.05 0.27 4.97
S -3.53 0.97 2.22
C 2.83 5.32 2.86
N -2.08 -2.35 -0.86
H 3.41 -3.48 -3.97
H 0.29 -3.78 -4.81
C 1.57 3.42 2.08
H -5.56 2.66 3.37
C 2.00 2.72 3.19
C -3.19 -0.80 -2.43
H 3.13 -1.80 -3.45
H -4.53 -1.89 -3.70
N -1.07 4.13 -4.86
H -2.21 -3.18 -2.77
C -0.95 -3.44 1.08
H 3.21 2.70 4.97
H -2.97 -3.76 0.47
C 3.26 4.59 3.96
H -2.63 -2.15 1.13
H -4.96 6.30 1.20
C -5.03 3.23 2.62
C -1.60 2.40 3.69
H 3.16 6.34 2.73
H 1.68 5.29 1.05
C 0.43 -5.14 2.02
S 1.48 1.02 3.40
C 3.82 -2.65 -3.40
C -3.34 -1.71 -1.24
C 4.68 0.25 -0.65
C -0.58 2.39 4.84
H 0.05 -4.42 -2.53
C -0.18 -3.43 -2.15
N 0.02 -2.53 1.22
H -2.02 -4.36 -1.49
H -2.52 2.88 0.35
H -2.05 0.27 3.85
Cl 3.85 -6.30 0.35
C 2.00 4.73 1.92
N 0.40 -1.15 -2.75
H 0.99 -2.04 -6.45
H -0.04 3.33 4.82
N -0.14 2.71 -0.95
C -5.37 4.56 2.37
O 0.49 0.74 2.32
O 2.36 -0.14 -0.32
H 0.41 -3.29 -1.24
N -2.38 0.26 -2.26
H -3.67 -1.10 -0.39
H 1.33 0.31 -5.63
O 4.67 -0.83 -1.58
H -2.78 1.74 -5.24
H -1.61 1.96 -3.11
C 4.53 -3.70 0.70
C -4.68 5.27 1.40
C 4.05 -3.04 -1.97
C -2.93 0.98 -4.48
C -2.57 1.23 3.73
C 4.71 -2.39 0.27
H -3.14 5.23 -0.10
H 3.52 -5.10 -2.21
C 0.43 1.24 4.86
C -3.75 -0.12 -4.65
C 0.24 -2.40 -3.17
H 4.75 -2.32 -3.88
C 2.85 3.28 4.13
C 4.48 -2.06 -1.06
H 1.11 1.36 5.71
Ba -0.22 0.06 -0.11
C 0.82 -1.78 -5.41
H 0.60 -6.16 2.33
H -2.17 3.33 3.77
C 4.10 -4.66 -0.19
C -0.67 4.31 -3.79
C -3.88 -1.02 -3.61
C -3.67 4.68 0.67
H 4.72 -3.97 1.73
C -2.27 1.11 -3.27
H 2.40 -4.47 2.57
C 1.44 -4.20 2.16
H 5.02 -1.64 0.98
N -0.20 4.56 -2.57
H 0.95 2.95 1.33
C 3.40 0.34 0.20
H -1.59 -5.47 1.34
```

Atom charges from the Löwdin analysis, given in e for atoms 1 to 99: atom 1 (H): 0.099, atom 2 (C): -0.014, atom 3 (H): 0.089, atom 4 (C): -0.049, atom 5 (H): 0.123, atom 6 (H): 0.108, atom 7 (C): -0.029, atom 8 (H): 0.119, atom 9 (H): 0.136, atom 10 (H): 0.104, atom 11 (H): 0.108, atom 12 (C): -0.153, atom 13 (C): -0.145, atom 14 (O): -0.715, atom 15 (C): -0.149, atom 16 (C): -0.060, atom 17 (C): -0.106, atom 18 (H): 0.131, atom 19 (H): 0.113, atom 20 (C): -0.397, atom 21 (C): -0.418, atom 22 (C): -0.068, atom 23 (O): -0.021, atom 24 (H): 0.106, atom 25 (H): 0.085, atom 26 (S): 0.996, atom 27 (C): -0.077, atom 28 (N): -0.184, atom 29 (H): 0.078, atom 30 (H): 0.115, atom 31 (C): -0.064, atom 32 (H): 0.111, atom 33 (C): -0.396, atom 34 (C): -0.282, atom 35 (H): 0.068, atom 36 (H): 0.111, atom 37 (N): 0.083, atom 38 (H): 0.120, atom 39 (C): -0.287, atom 40 (H): 0.112, atom 41 (H): 0.128, atom 42 (C): -0.077, atom 43 (H): 0.113, atom 44 (H): 0.106, atom 45 (C): -0.091, atom 46 (C): -0.230, atom 47 (H): 0.103, atom 48 (H): 0.111, atom 49 (C): -0.049, atom 50 (S): 1.006, atom 51 (C): -0.018, atom 52 (C): -0.151, atom 53 (C): -0.091, atom 54 (C): -0.210, atom 55 (H): 0.119, atom 56 (C): -0.099, atom 57 (N): 0.029, atom 58 (H): 0.124, atom 59 (H): 0.085, atom 60 (H): 0.089, atom 61 (Cl): 0.636, atom 62 (C): -0.052, atom 63 (N): 0.042, atom 64 (H): 0.110, atom 65 (H): 0.111, atom 66 (N): -0.015, atom 67 (C): -0.077, atom 68 (O): -0.732, atom 69 (O): -0.245, atom 70 (H): 0.105, atom 71 (N): 0.065, atom 72 (H): 0.106, atom 73 (H): 0.112, atom 74 (O): -0.029, atom 75 (H): 0.100, atom 76 (H): 0.066, atom 77 (C): -0.124, atom 78 (C): -0.072, atom 79 (C): -0.181, atom 80 (C): -0.039, atom 81 (C): -0.314, atom 82 (C): 0.004, atom 83 (H): 0.114, atom 84 (H): 0.110, atom 85 (C): -0.321, atom 86 (C): -0.053, atom 87 (C): -0.291, atom 88 (H): 0.093, atom 89 (C): -0.084, atom 90 (C): -0.238, atom 91 (H): 0.090, atom 92 (Ba): 1.836, atom 93 (C): -0.060, atom 94 (H): 0.111, atom 95 (H): 0.120, atom 96 (C): -0.672, atom 97 (C): -0.436, atom 98 (C): -0.025, atom 99 (C): -0.049